DFT (ωB97M-V with the def2-TZVPD basis set) results for a molecular structure, C16H19BN6NiSe at a distorted geometry.

The geometry in XYZ format:
```
44
Properties=species:S:1:pos:R:3:forces:R:3
C -2.34337 -0.94114 -1.62260 1.151 -1.023 0.668
N -1.10783 -1.14519 -1.08597 -1.042 -0.930 0.379
N -0.99748 -2.51031 -0.82937 -0.090 1.020 -0.345
C -2.10562 -3.13443 -1.27955 0.155 1.036 0.092
C -2.98648 -2.17191 -1.78179 0.275 -0.110 0.177
B 0.22465 -3.15385 -0.11149 -0.065 0.158 -1.172
N 1.47329 -2.46201 -0.71789 -0.186 1.097 -0.437
N 1.53699 -1.09424 -1.02281 1.848 -0.997 0.026
C 2.78043 -0.87727 -1.53140 -1.025 -1.119 0.429
C 3.46639 -2.08322 -1.63434 -0.184 0.012 0.124
C 2.60978 -3.05656 -1.13440 -0.146 0.882 0.086
Ni 0.20307 0.20641 -0.73870 -3.493 -3.594 1.068
N 0.11303 -2.91593 1.43694 -0.114 -2.219 1.867
N 0.12961 -1.61456 1.85867 -0.497 0.932 1.912
C -0.08677 -1.61866 3.17480 0.216 0.288 -1.141
C -0.17724 -2.94493 3.64841 -0.165 1.352 0.998
C -0.05008 -3.74595 2.50639 0.577 0.531 -4.060
H -0.17530 -0.69558 3.72240 0.117 -0.009 0.067
H -0.06242 -4.81447 2.38380 -0.024 -0.149 0.022
H -0.31094 -3.25780 4.66372 -0.036 -0.203 0.257
H 0.25533 -4.33186 -0.31888 -0.006 0.089 0.117
H 2.71430 -4.12863 -1.06387 0.076 0.089 0.090
H -2.15674 -4.21123 -1.19752 -0.214 0.141 -0.075
H 4.45661 -2.20819 -2.02330 0.140 -0.139 -0.071
H -3.96501 -2.33764 -2.19603 0.004 -0.036 -0.026
H 3.12587 0.11085 -1.77429 -0.069 -0.041 -0.251
H -2.68293 0.07137 -1.77983 -0.026 -0.166 -0.308
H 1.28936 0.98526 0.51559 0.336 0.408 0.104
C 1.44257 1.66068 -0.35541 1.516 0.963 0.398
H 2.49226 1.57622 -0.62042 -0.076 0.165 0.039
H 0.86639 1.43723 -1.31335 0.966 1.598 -0.533
H 1.18902 2.67335 -0.05810 -0.080 -0.089 -0.103
Se -1.42871 1.31378 0.78345 0.164 -0.158 -0.388
C -1.26221 3.12131 0.44488 -0.336 0.864 -0.050
C -0.83949 3.97480 1.49094 0.005 -0.036 -0.056
C -0.44342 5.27488 1.20464 -0.055 0.043 0.061
C -0.52427 5.76944 -0.10543 0.077 -0.336 0.157
C -1.05472 4.96161 -1.12209 -0.364 -0.289 -0.117
C -1.47470 3.66317 -0.84377 0.601 0.156 -0.149
H -0.80759 3.58075 2.50445 0.142 0.157 -0.148
H -0.06781 5.90926 2.00748 -0.130 -0.152 -0.230
H -0.17580 6.77825 -0.33315 -0.155 -0.304 0.084
H -1.14639 5.34616 -2.14041 -0.054 -0.067 0.383
H -1.93563 3.04075 -1.61043 0.267 0.186 0.053
```
Forces are in eV/Å.

2S+1 ... 3
Net charge ... +2
Relative energy (zero: lowest compared OMol25 entry of this formula, charge and spin) ... 0.000 eV
<S²> ... 2.197
Highest occupied orbital energy (spin up / spin down) ... -15.041 / -15.206 eV
Gap between HOMO and LUMO (spin up / spin down) ... 7.75 / 4.85 eV